Entry 1:
The following is a quantum chemistry calculation of 3 unconnected molecules or ions with the total composition C4H13N3O in a non-equilibrium geometry, from the OMol25 dataset.

XYZ file:
```
21
Properties=species:S:1:pos:R:3:forces:R:3:mulliken_charge:R:1
C 0.090222 -0.295911 0.576235 -2.838 -0.308 0.654 0.2292
C -0.329837 0.448484 -0.572074 4.798 0.499 -2.283 -0.2970
C 1.606596 0.763134 -1.215369 -1.586 0.313 0.084 -0.4947
C -2.145624 -0.093326 0.905003 0.594 -0.703 0.897 -1.2940
N 0.387575 -1.619342 0.444902 -0.089 -0.125 -0.465 -0.3890
N 0.700483 0.343603 1.639892 0.060 0.514 0.051 -0.4581
N -0.825290 -0.280128 -1.706339 -0.382 -0.082 0.258 -0.5963
O 2.683063 0.147775 -0.537259 -0.472 0.145 0.245 -0.5218
H 2.644069 0.446354 0.383884 -0.001 -0.128 -0.224 0.3667
H -0.606399 1.484087 -0.421957 -0.221 -0.130 0.212 0.3171
H 1.105611 -1.999452 1.043303 -0.044 0.189 -0.108 0.2016
H 0.461450 -1.900779 -0.528227 -0.060 -0.076 0.202 0.2614
H 0.709896 -0.198986 2.493725 -0.098 0.044 -0.061 0.2551
H 0.328844 1.269998 1.806986 -0.021 -0.134 0.048 0.2616
H -1.718017 -0.734954 -1.542306 -0.060 0.136 0.371 0.2382
H -0.959565 0.328222 -2.507222 0.244 -0.037 0.183 0.2539
H 1.629679 0.409775 -2.245668 -0.104 -0.028 0.080 0.3338
H 1.674368 1.856742 -1.187955 0.127 0.001 -0.001 0.2623
H -2.829586 0.654807 0.497262 0.291 0.103 -0.336 0.3447
H -2.098732 0.069570 1.984692 -0.071 -0.181 0.088 0.3964
H -2.508807 -1.099672 0.688493 -0.068 -0.015 0.105 0.3289
```
Positions in Å, forces in eV/Å.

Output
**Net charge**: 0
**Energy above the lowest of the compared OMol25 structures with the same formula, charge and spin**: 5.385 eV
**E_tot**: -10872.2930 eV
**M**: 119.17 g/mol
**HOMO energy (spin up / spin down)**: -0.228 / -0.228 Eh

---

Entry 2:
The following is a quantum chemistry calculation of 2 unconnected molecules or ions with the total composition C8H11NSi in a non-equilibrium geometry, from the OMol25 dataset.

XYZ file:
```
21
Properties=species:S:1:pos:R:3:forces:R:3:mulliken_charge:R:1
C 1.435789 -2.458894 -1.196765 0.444 1.579 -0.411 -0.5981
C 1.283951 -2.836097 0.113340 -0.204 -0.791 0.740 -0.3031
C 0.983545 -1.133297 -1.531574 1.366 -2.496 -1.957 -0.5050
C 0.582682 -2.060256 1.020070 -0.041 0.889 -0.471 -0.5474
C 0.324968 -0.329522 -0.625272 0.509 -1.418 -1.159 0.3609
C 0.094078 -0.807202 0.648274 -1.115 -0.129 0.864 0.2269
C -0.097318 1.030530 -0.973239 -2.674 0.586 -0.365 -0.6342
C -1.530663 2.776040 0.152349 -0.061 3.476 -1.229 -0.9361
N -0.915416 1.511607 0.124908 0.276 0.325 -0.213 0.4713
Si -0.874466 0.589733 1.473439 3.093 -1.549 4.220 -0.1084
H 2.044849 -3.125958 -1.867131 -0.965 1.055 0.422 0.3032
H 1.682963 -3.777577 0.472513 0.007 -0.064 -0.132 0.3525
H 1.195484 -0.893807 -2.605268 -0.453 0.469 1.141 0.2785
H 0.466551 -2.402994 2.018803 -0.150 -0.239 0.704 0.4265
H 0.768992 1.587268 -1.158132 1.357 1.409 -0.128 0.2831
H -0.759600 1.140934 -1.854543 0.592 -0.567 -0.105 0.3162
H -1.866089 3.095785 1.181691 0.762 -0.359 -0.946 0.2777
H -0.800763 3.583833 -0.312523 -1.341 -1.260 1.238 0.2731
H -2.462163 2.888826 -0.457771 0.584 -0.483 0.110 0.2848
H -2.089946 0.755759 2.290549 -0.136 -0.390 -0.245 -0.1226
H 0.532571 0.865290 3.086284 -1.848 -0.042 -2.078 -0.0998
```
Positions in Å, forces in eV/Å.

Output
**Net charge**: 0
**Energy above the lowest of the compared OMol25 structures with the same formula, charge and spin**: 0.000 eV
**E_tot**: -17839.8227 eV
**M**: 149.27 g/mol
**HOMO energy**: -0.300 Eh

---

Entry 3:
The following is a quantum chemistry calculation of a molecular structure, C7H15N4OS in a non-equilibrium geometry, from the OMol25 dataset.

XYZ file:
```
28
Properties=species:S:1:pos:R:3:forces:R:3:mulliken_charge:R:1
C -1.184717 0.830530 0.993506 -0.224 3.118 -1.616 0.4821
C 0.466734 0.588215 -0.906425 0.182 3.207 1.379 0.1289
C -0.485729 1.565703 -0.140464 1.010 0.112 0.402 0.1590
C -0.358580 -1.142729 0.265191 0.073 -4.877 1.869 0.2603
C -1.512486 2.191671 -1.035841 1.436 0.784 -1.088 -1.5025
C -0.870121 -2.946355 0.579200 0.657 3.381 -0.440 -0.9799
C 2.763474 -1.752488 0.630208 1.732 -1.195 1.537 -0.9102
N -1.011549 -0.381724 1.191830 -1.348 -2.536 0.589 -0.6683
N -0.038686 -0.646912 -1.012456 -0.209 -2.776 0.144 -0.0206
N -2.101117 1.577890 1.612608 2.727 2.860 -3.005 -0.3234
N 1.215333 1.200884 -1.870830 -0.608 0.455 0.035 -0.5006
O 1.603434 0.424546 0.438495 0.132 1.813 -0.376 -0.4093
S 1.417101 -0.796883 1.334819 0.692 -1.934 -0.939 0.3394
H 0.196971 2.408398 0.221796 -0.894 -1.274 -0.045 0.3786
H -2.004818 2.990000 -0.528836 -0.363 0.690 0.204 0.5815
H -2.268257 1.529740 -1.422498 0.010 -0.356 -0.405 0.3185
H -0.843809 2.661309 -1.783278 -1.255 -0.099 -0.408 0.3317
H -0.041552 -3.647509 0.339332 -0.365 0.645 1.044 0.3170
H -1.636063 -3.194905 -0.107674 -0.779 0.127 -1.184 0.4094
H -1.455780 -2.874424 1.546477 1.742 -0.203 -0.736 0.3442
H 3.062569 -2.613053 1.268692 -0.542 0.528 0.155 0.4099
H 3.683026 -1.116300 0.668749 -0.931 -0.263 -0.433 0.3349
H 2.621741 -2.259871 -0.313168 -0.431 0.593 -0.642 0.2959
H 0.334759 -1.354810 -1.676632 -0.243 0.969 0.618 0.3812
H -2.249172 2.521043 1.245866 0.203 -0.715 0.587 0.1358
H -2.707307 1.309691 2.261377 -2.785 -1.920 3.283 0.1941
H 1.342683 2.213763 -1.697324 0.094 -1.161 -0.266 0.2538
H 2.061919 0.714581 -2.102723 0.286 0.026 -0.264 0.2589
```
Positions in Å, forces in eV/Å.

Output
**Net charge**: +1
**Energy above the lowest of the compared OMol25 structures with the same formula, charge and spin**: 1.887 eV
**E_tot**: -26336.5388 eV
**M**: 203.29 g/mol
**HOMO energy**: -0.454 Eh